Formula: C4H18NO3
Source: the OMol25 dataset
Level of theory: ωB97M-V/def2-TZVPD

The electronic energy comes out at -443.44500 a.u. The LUMO energy is -2.5689 eV. Its total charge is +1. The calculation puts the energy above the lowest of the compared OMol25 structures with the same formula, charge and spin at 14.12 kcal per mole.

Cartesian coordinates (Å):
C1 -0.04868 -1.38339 1.76522
C2 0.06529 0.12345 1.69887
N1 0.60939 0.47689 0.33883
C3 2.05946 0.58792 0.26612
C4 -1.33753 0.72792 1.81371
H1 -0.52774 -1.83279 0.90006
H2 -0.44231 -1.77168 2.70132
H3 0.93308 -1.87184 1.85733
H4 0.61716 0.64790 2.46455
H5 0.23855 -0.17974 -0.34983
H6 0.16546 1.34261 0.00980
H7 2.52895 -0.38530 0.08963
H8 2.43067 0.98999 -0.66697
H9 2.50575 1.04590 1.11990
H10 -2.00553 0.47118 0.98238
H11 -1.29146 1.81758 1.88390
H12 -1.89374 0.32462 2.65988
H13 0.66891 2.77165 -2.38377
H14 1.54411 3.43094 -1.29133
O1 0.96992 2.67740 -1.47046
H15 -2.90307 -3.01250 -2.03507
H16 -2.76825 -1.54427 -2.37448
O2 -2.23994 -2.33588 -2.21341
H17 0.44319 -0.98497 -3.27362
H18 -0.51021 -1.37811 -2.11757
O3 0.18858 -0.75550 -2.37499